3 unconnected molecules or ions with the total composition C21H30N3O2 at a distorted geometry. Source: the OMol25 dataset; level of theory: wB97M-V/def2-TZVPD.

Summary:
Orbital gap ... 6.335 eV
Net charge ... -1
Total energy ... -30829.489 eV
E_LUMO ... 0.0943 hartree

The geometry in XYZ format:
```
56
C21H30N3O2 | the OMol25 dataset | wB97M-V/def2-TZVPD
C -1.66844 0.98312 -0.44639
C -1.36461 1.98474 -1.57924
C 0.09359 1.98287 -2.04901
C 0.71021 0.58327 -2.30061
N 2.03978 0.45154 -1.68624
C 2.25477 -0.74803 -0.87294
N 3.60756 -0.65260 -0.33516
N 1.29950 -0.90177 0.23657
C 1.47829 -0.25650 1.31942
C 2.03663 1.14174 1.45210
C 1.04467 -0.91251 2.60452
C 2.12470 -2.07237 -1.74261
O 3.14619 -2.78944 -1.80359
O 1.03274 -2.26729 -2.29177
H -2.30549 1.41579 0.32619
H -0.73749 0.70575 0.04719
H -2.10934 0.06433 -0.82715
H -1.56985 2.98398 -1.18283
H -2.04242 1.78274 -2.41002
H 0.11840 2.54339 -2.98959
H 0.74350 2.52170 -1.35771
H 0.05172 -0.23098 -2.02044
H 0.84281 0.49666 -3.38230
H 2.75876 0.50918 -2.39293
H 4.26113 -0.67438 -1.10311
H 3.76219 -1.45097 0.26177
H 2.02766 1.45720 2.49634
H 1.52574 1.84673 0.80275
H 3.08300 1.12032 1.14042
H 1.91757 -1.20494 3.18792
H 0.43092 -0.22039 3.19226
H 0.40630 -1.76362 2.37629
C -4.98601 3.43854 -2.68172
C -4.30541 4.56796 -3.11359
C -4.78496 5.29701 -4.19284
C -5.94973 4.90095 -4.83583
C -6.63175 3.77269 -4.40217
C -6.14785 3.03949 -3.32737
H -4.60723 2.86908 -1.84271
H -3.39934 4.87711 -2.60881
H -4.24997 6.17428 -4.53368
H -6.32527 5.47140 -5.67599
H -7.54029 3.46347 -4.90332
H -6.67598 2.15601 -2.99252
C 3.77252 -4.01559 4.23611
C 3.84495 -4.19793 5.61050
C 2.95393 -5.05197 6.24574
C 1.99516 -5.72879 5.50437
C 1.92503 -5.54792 4.12966
C 2.81143 -4.68910 3.49511
H 4.46468 -3.34742 3.73998
H 4.59629 -3.67309 6.18723
H 3.00645 -5.18992 7.31861
H 1.30152 -6.39743 5.99879
H 1.17812 -6.07523 3.55061
H 2.75298 -4.54287 2.42378
```